Entry 1:
2 unconnected molecules or ions with the total composition C18H28ClFNO4S, computed with ωB97M-V/def2-TZVPD.

CARTESIAN COORDINATES (ANGSTROEM)
C (2.73, 0.68, 3.56)
C (2.36, -0.42, 2.41)
Cl (3.82, -0.97, 1.38)
C (1.53, -1.71, 3.08)
C (0.07, -1.11, 3.54)
C (-0.27, -0.63, 4.93)
C (-1.81, -0.01, 5.18)
O (-2.55, -0.30, 6.27)
C (-2.38, 0.96, 3.95)
S (-3.32, 2.56, 4.23)
O (-2.34, 3.72, 3.80)
O (-3.58, 2.81, 5.77)
F (-4.79, 2.69, 3.35)
C (-2.04, 0.45, 2.55)
C (-1.15, -0.96, 2.41)
O (-1.40, -1.91, 1.49)
H (3.17, 0.20, 4.55)
H (3.45, 1.50, 3.10)
H (1.71, 1.22, 3.85)
H (1.60, 0.12, 1.66)
H (2.14, -2.10, 4.00)
H (1.44, -2.51, 2.20)
H (0.55, -0.70, 5.77)
H (-2.33, 1.01, 1.57)
C (1.52, -2.15, -4.86)
C (0.03, -1.87, -4.91)
C (-0.44, -0.50, -4.43)
N (-0.26, -0.18, -2.91)
C (-1.27, 0.95, -2.59)
C (-1.10, 1.50, -1.18)
C (0.32, 1.95, -0.90)
C (1.33, 0.87, -1.23)
C (1.16, 0.34, -2.65)
C (-0.58, -1.42, -2.07)
H (1.87, -2.32, -3.84)
H (1.75, -3.05, -5.43)
H (2.09, -1.32, -5.30)
H (-0.51, -2.68, -4.40)
H (-0.28, -1.96, -5.97)
H (-1.52, -0.43, -4.62)
H (0.04, 0.31, -4.99)
H (-1.10, 1.74, -3.33)
H (-2.28, 0.54, -2.73)
H (-1.78, 2.35, -1.04)
H (-1.40, 0.75, -0.43)
H (0.42, 2.25, 0.15)
H (0.54, 2.85, -1.50)
H (1.25, 0.05, -0.51)
H (2.34, 1.27, -1.12)
H (1.87, -0.48, -2.83)
H (1.35, 1.14, -3.38)
H (0.19, -2.17, -2.24)
H (-1.57, -1.78, -2.37)
H (-0.59, -1.15, -1.01)

Results
* net charge: +1
* total energy: -2016.02278 Eh
* multiplicity: 1
* HOMO: -12.83 eV

=====

Entry 2:
2 unconnected molecules or ions with the total composition C2H3O2S, computed with ωB97M-V/def2-TZVPD.

CARTESIAN COORDINATES (ANGSTROEM)
C (3.67, 0.22, 0.07)
C (0.35, 0.66, -0.19)
O (3.99, 0.10, -1.05)
O (3.57, 0.27, 1.20)
S (-0.89, 1.98, 0.23)
H (0.73, 0.94, -1.04)
H (-0.18, -0.39, -0.32)
H (1.07, 0.56, 0.54)

Results
* net charge: -1
* total energy: -626.70573 Eh
* energy relative to the best compared isomer or geometry (same formula, charge and spin): 0.9528 eV
* multiplicity: 1
* HOMO: -2.06 eV

=====

Entry 3:
C6H10N2O in the gas phase, computed with ωB97M-V/def2-TZVPD.

CARTESIAN COORDINATES (ANGSTROEM)
C (1.99, 1.44, -0.38)
C (1.35, 0.01, 0.00)
C (1.44, -0.33, 1.46)
C (1.75, -1.28, -0.78)
C (-0.31, 0.14, -0.25)
O (-0.97, 1.29, -0.20)
N (-1.04, -0.96, -0.33)
C (-2.36, -0.44, 0.14)
N (-3.43, 0.25, 0.21)
H (1.67, 2.09, 0.39)
H (3.13, 1.45, -0.26)
H (1.60, 1.79, -1.27)
H (0.48, -1.10, 1.70)
H (1.73, 0.50, 2.31)
H (2.46, -0.91, 1.59)
H (2.85, -1.26, -0.69)
H (1.29, -2.07, -0.11)
H (1.17, -1.21, -1.67)
H (-0.46, -1.84, -0.68)

Results
* total energy: -419.18072 Eh
* energy relative to the best compared isomer or geometry (same formula, charge and spin): 5.5994 eV
* multiplicity: 1
* HOMO: -9.57 eV
* SMILES: CC(C)(C)C(=O)NC#N